No. 1
84
Properties=species:S:1:pos:R:3:forces:R:3 method="wB97M-V/def2-TZVPD" homo_lumo_gap_ha=0.2811 fmax_ev_per_a=0.44 spin_multiplicity=1 energy_ha=-3795.86919 homo_ev=-7.45 relative_energy_ev=0.0238 lumo_ev=0.20 total_charge=0
Y 0.363 -0.207 0.848 0.4 -0.1 -0.1
S 1.236 -2.869 1.306 -0.1 0.1 0.0
C 2.393 -2.401 0.113 0.0 0.1 0.0
C 3.467 -3.208 -0.310 0.0 0.0 0.0
C 4.329 -2.737 -1.270 0.0 0.0 0.0
C 4.136 -1.466 -1.822 0.0 0.0 0.0
C 3.069 -0.732 -1.368 0.0 0.0 0.0
N 2.223 -1.176 -0.431 0.1 0.0 0.0
H 3.587 -4.187 0.133 0.0 0.0 0.0
H 5.158 -3.352 -1.601 0.0 0.0 0.0
H 4.796 -1.072 -2.581 0.0 0.0 0.0
H 2.856 0.257 -1.760 0.0 0.0 0.0
C -7.138 -5.459 2.747 0.0 0.0 0.0
C -8.460 -5.130 2.108 0.0 0.0 0.0
O -9.471 -5.749 2.295 0.0 0.0 0.0
S -8.556 -3.718 1.000 0.0 0.0 0.0
C -6.894 -3.094 0.952 0.0 0.0 0.0
C -6.480 -2.131 1.867 0.1 0.0 0.0
C -5.188 -1.635 1.821 0.0 0.0 0.0
C -4.283 -2.083 0.853 0.0 0.0 0.0
C -4.712 -3.047 -0.065 0.0 0.0 0.0
C -6.004 -3.543 -0.019 0.0 0.0 0.0
C -2.956 -1.550 0.792 0.0 0.0 0.0
C -1.832 -1.076 0.738 -0.3 -0.1 -0.1
H -6.771 -4.611 3.326 0.0 0.0 0.0
H -6.391 -5.677 1.984 0.0 0.0 0.0
H -7.276 -6.323 3.392 0.0 0.0 0.0
H -7.174 -1.776 2.619 0.0 0.0 0.0
H -4.865 -0.891 2.538 0.0 0.0 0.0
H -4.017 -3.402 -0.815 0.0 0.0 0.0
H -6.329 -4.287 -0.735 0.0 0.0 0.0
C -2.433 1.887 2.850 0.0 0.0 0.0
S -0.682 1.928 2.638 -0.1 0.0 0.0
O -0.178 0.591 3.047 0.1 0.0 -0.1
O -0.154 3.026 3.395 0.0 0.0 0.0
O -0.462 2.004 1.169 -0.1 0.0 0.0
H -2.650 1.999 3.909 0.0 -0.1 0.0
H -2.789 0.936 2.456 0.0 0.0 0.0
H -2.847 2.719 2.284 0.0 0.0 0.1
C -6.516 1.101 -0.729 0.0 0.0 0.0
C -5.101 0.941 -1.210 0.0 0.0 0.0
C -4.085 1.778 -0.755 0.0 0.0 0.0
C -2.771 1.591 -1.151 0.0 0.0 0.0
C -2.481 0.548 -2.013 0.0 0.0 0.0
C -3.469 -0.303 -2.481 0.0 0.0 0.0
C -4.779 -0.092 -2.088 0.0 0.0 0.0
S -0.809 0.209 -2.493 -0.1 0.0 0.0
C -0.599 1.561 -3.642 0.1 0.0 0.0
O 0.093 0.615 -1.343 0.0 0.0 0.3
H -6.658 2.048 -0.208 0.0 0.0 0.0
H -6.767 0.294 -0.038 0.0 0.0 0.0
H -7.222 1.054 -1.559 0.0 0.0 0.0
H -4.327 2.578 -0.066 0.0 0.0 0.0
H -1.975 2.204 -0.746 0.0 0.0 0.0
H -3.212 -1.138 -3.123 0.0 0.0 0.0
H -5.558 -0.760 -2.433 0.0 0.0 0.0
H -0.768 2.490 -3.099 0.0 0.0 0.0
H -1.318 1.443 -4.450 0.0 0.0 0.0
H 0.419 1.512 -4.024 0.0 0.0 0.0
C 2.747 2.945 5.135 0.0 0.0 0.0
C 2.699 1.456 4.885 0.0 0.0 0.0
O 3.555 1.134 3.762 0.0 0.0 0.0
P 2.983 0.154 2.607 0.2 0.0 0.0
O 2.478 1.194 1.438 -0.1 -0.1 0.1
C 3.299 2.263 0.906 0.0 0.0 -0.1
C 2.513 3.552 0.915 0.0 0.0 0.0
O 4.394 -0.259 1.928 0.0 0.0 0.0
C 5.075 -1.402 2.478 0.0 0.0 0.0
C 6.207 -0.967 3.382 0.0 0.0 0.0
H 2.199 3.180 6.049 0.0 0.0 0.0
H 2.276 3.485 4.316 0.0 0.0 0.0
H 3.778 3.279 5.250 0.0 0.0 0.0
H 1.677 1.131 4.683 0.0 0.0 0.0
H 3.078 0.901 5.745 0.0 0.0 0.0
H 3.581 1.970 -0.106 0.0 0.0 0.0
H 4.206 2.333 1.506 0.0 0.0 0.0
H 1.601 3.452 0.328 0.0 0.0 0.0
H 3.122 4.355 0.494 0.0 0.0 0.0
H 2.226 3.821 1.930 0.0 0.0 0.0
H 5.442 -1.973 1.626 0.0 0.0 0.0
H 4.358 -2.034 3.014 0.0 0.0 0.0
H 6.918 -0.351 2.831 0.0 0.0 0.0
H 6.732 -1.843 3.768 0.0 0.0 0.0
H 5.828 -0.386 4.222 0.0 0.0 0.0

No. 2
85
Properties=species:S:1:pos:R:3:forces:R:3 method="wB97M-V/def2-TZVPD" homo_lumo_gap_ha="0.1948 / 0.2477" fmax_ev_per_a=1.62 spin_multiplicity=2 energy_ha=-8963.04411 homo_ev="-15.44 / -15.44" relative_energy_ev=1.4041 lumo_ev="-10.14 / -8.70" total_charge=+3
Fe -1.251 0.932 -1.379 0.2 -1.6 -0.4
N -1.557 -1.114 -2.357 0.4 0.7 0.2
C -3.019 -1.330 -2.514 0.0 -0.2 0.0
C -3.422 -2.772 -2.907 0.1 0.1 0.1
C -4.177 -3.675 -1.928 0.0 0.1 0.0
C -3.406 -4.109 -0.691 -0.1 0.0 0.0
N -4.201 -5.011 0.145 0.1 0.0 -0.1
C -5.098 -4.606 1.044 -0.1 0.0 0.1
N -5.236 -3.312 1.317 0.0 0.0 -0.1
N -5.834 -5.510 1.693 0.1 0.1 0.0
C -3.580 -0.668 -1.252 0.0 -0.5 -0.1
O -4.276 -1.215 -0.421 0.1 0.4 -0.2
O -3.165 0.565 -1.183 0.8 0.6 0.6
H -1.090 -1.152 -3.258 0.0 0.0 0.0
H -1.158 -1.846 -1.776 0.1 0.0 0.0
H -3.321 -0.668 -3.325 0.0 0.1 0.0
H -2.511 -3.279 -3.240 0.0 -0.1 -0.1
H -4.061 -2.695 -3.787 0.1 0.0 -0.1
H -4.462 -4.571 -2.484 0.0 0.0 0.0
H -5.095 -3.181 -1.613 -0.1 -0.1 -0.1
H -3.124 -3.246 -0.091 0.1 -0.1 0.1
H -2.493 -4.641 -0.961 0.0 0.0 0.0
H -4.203 -5.988 -0.103 0.0 0.0 0.0
H -4.867 -2.595 0.695 -0.1 -0.1 0.1
H -5.925 -3.017 1.989 0.0 0.0 0.0
H -5.738 -6.495 1.517 0.1 0.0 0.0
H -6.493 -5.235 2.402 0.0 0.0 0.0
S -0.192 -0.647 0.312 -0.8 0.4 -0.2
C 1.346 -0.139 0.806 -0.3 -0.1 -0.2
N 1.944 -0.518 1.889 0.2 -0.1 0.3
C 3.354 -0.113 2.091 -0.1 0.1 0.0
C 4.064 -0.152 0.766 0.0 0.0 0.0
N 3.348 0.716 -0.188 0.5 -0.2 -0.1
C 4.176 1.432 -1.192 0.1 0.3 0.2
C 5.054 2.466 -0.530 0.0 -0.1 0.0
C 4.480 3.505 0.197 -0.1 0.1 0.0
C 5.284 4.476 0.773 -0.1 0.0 0.1
C 6.665 4.407 0.629 0.0 0.1 0.0
C 7.238 3.373 -0.091 0.0 -0.1 0.0
C 6.434 2.395 -0.665 0.1 0.0 0.0
C 2.058 0.769 -0.128 -0.4 0.2 -0.1
S 1.090 1.832 -1.026 -0.8 0.1 -0.6
C 1.279 -1.287 2.977 0.1 0.1 0.2
C 1.524 -0.624 4.305 0.0 0.0 0.0
C 0.864 0.564 4.608 -0.1 0.0 0.0
C 1.090 1.191 5.823 0.0 0.0 0.0
C 1.978 0.634 6.736 0.0 0.0 0.0
C 2.622 -0.559 6.444 0.0 0.0 0.0
C 2.395 -1.189 5.228 0.0 0.0 0.0
H 3.816 -0.796 2.798 -0.1 -0.1 0.0
H 3.381 0.889 2.522 0.0 0.0 0.1
H 4.102 -1.167 0.363 0.0 0.0 -0.1
H 5.081 0.218 0.876 0.0 0.1 -0.1
H 3.510 1.890 -1.918 -0.1 -0.1 0.0
H 4.786 0.683 -1.697 0.0 -0.1 0.0
H 3.398 3.564 0.303 0.1 0.0 0.0
H 4.837 5.291 1.329 0.0 0.0 0.0
H 7.293 5.164 1.081 0.0 0.0 0.0
H 8.313 3.323 -0.207 0.0 0.0 0.0
H 6.885 1.585 -1.229 0.0 0.1 0.0
H 1.679 -2.302 2.970 0.0 0.0 -0.1
H 0.218 -1.328 2.749 0.0 0.0 -0.1
H 0.151 0.985 3.902 0.1 0.0 0.0
H 0.567 2.107 6.066 0.0 0.0 0.0
H 2.156 1.125 7.685 0.0 0.0 0.0
H 3.295 -1.004 7.166 0.0 0.0 0.0
H 2.878 -2.138 5.014 0.0 0.1 0.0
Br -2.613 1.232 2.055 -0.1 0.2 0.0
C -3.312 2.722 1.078 0.0 -0.2 0.2
Br -2.145 3.285 -0.379 0.5 -0.2 -0.1
H -3.378 3.569 1.747 0.0 0.1 0.0
H -4.264 2.450 0.644 0.0 0.0 -0.1
N -3.221 2.318 -3.508 0.3 0.0 -0.1
C -2.006 2.144 -4.078 -0.2 -0.1 0.2
C -1.744 2.638 -5.370 0.1 0.0 -0.1
C -0.531 2.401 -5.951 -0.1 0.1 -0.1
C 0.441 1.656 -5.262 0.0 0.0 -0.1
C 0.143 1.227 -4.009 -0.1 -0.1 0.0
N -1.051 1.475 -3.398 -0.1 0.3 0.8
H -3.948 2.785 -4.020 0.0 0.0 0.0
H -3.453 1.878 -2.631 0.0 0.0 0.0
H -2.518 3.184 -5.892 0.0 0.0 0.0
H -0.326 2.772 -6.947 0.0 0.0 0.0
H 1.400 1.432 -5.709 0.0 0.0 0.0
H 0.854 0.648 -3.436 0.0 0.0 0.0